C7H5NO3S | ωB97M-V/def2-TZVPD

- Energy relative to the best compared isomer or geometry (same formula, charge and spin): 103.1 kcal per mole
- Lowest unoccupied orbital energy: -1.118 eV
- Kohn-Sham gap: 7.69 eV
- Maximum force: 0.0701 Eh/bohr
- Molar mass: 183.19 g/mol
- Multiplicity: 1
- Calculated total energy: -948.2555 Ha
- Net charge: 0

Atoms and positions in Å:
C: -0.897 -0.162 2.160
C: 0.386 -0.365 1.850
C: 1.104 -0.262 -1.589
C: 0.126 -0.101 -0.606
C: 2.037 -0.686 -0.456
C: 1.184 -0.044 -2.992
C: -1.929 0.475 1.277
N: 0.838 -0.396 0.520
O: 3.051 -1.076 -0.125
O: 2.209 -0.264 -3.637
O: -1.750 1.782 -1.027
S: -1.665 0.367 -0.600
H: -1.149 -0.183 3.298
H: 1.120 -0.909 2.559
H: 0.223 0.296 -3.407
H: -2.924 0.008 1.393
H: -1.965 1.520 1.383

These are the Löwdin partial charges, in e, on atoms 1 to 4: C -0.149; C -0.097; C -0.066; C -0.251

C7H5NS | ωB97M-V/def2-TZVPD

- Energy relative to the best compared isomer or geometry (same formula, charge and spin): 75.9 kcal per mole
- Lowest unoccupied orbital energy (spin up / spin down): -1.396 / -0.819 eV
- Kohn-Sham gap (spin up / spin down): 6.48 / 7.15 eV
- Maximum force: 0.0724 Eh/bohr
- Molar mass: 135.19 g/mol
- Multiplicity: 1
- Calculated total energy: -722.5651 Ha
- Net charge: 0

Atoms and positions in Å:
C: -2.271 0.655 -0.156
C: 1.834 -1.032 -0.204
C: 1.432 1.409 0.015
C: 0.465 -0.772 0.018
C: 0.219 0.667 0.086
C: -0.539 -1.685 0.133
C: -1.044 1.254 0.070
N: -3.338 0.280 -0.383
S: 2.764 0.416 -0.237
H: 2.264 -1.938 -0.214
H: 1.569 2.506 -0.114
H: -0.543 -2.715 0.443
H: -1.529 -1.324 0.323
H: -1.284 2.280 0.220

These are the Löwdin partial charges, in e, on atoms 1 to 4: C -0.281; C -0.322; C -0.377; C -0.342

C7H6 | ωB97M-V/def2-TZVPD

- Energy relative to the best compared isomer or geometry (same formula, charge and spin): 62.2 kcal per mole
- Lowest unoccupied orbital energy: 0.340 eV
- SMILES: C#C/C=C\C=C=C
- Kohn-Sham gap: 8.95 eV
- Maximum force: 0.1470 Eh/bohr
- Molar mass: 90.12 g/mol
- Multiplicity: 1
- Calculated total energy: -270.1371 Ha
- Net charge: 0

Atoms and positions in Å:
C: 2.895 1.138 0.055
C: 2.035 0.263 0.020
C: 1.303 -0.987 -0.078
C: 0.134 -1.554 0.084
C: -1.203 -0.988 -0.041
C: -1.525 0.284 0.077
C: -1.788 1.543 -0.004
H: 3.410 1.950 -0.066
H: 2.025 -1.826 -0.030
H: 0.231 -2.579 -0.063
H: -1.936 -1.713 0.043
H: -1.886 2.358 0.722
H: -1.935 1.876 -1.001

These are the Löwdin partial charges, in e, on atoms 1 to 4: C 0.136; C -0.087; C -0.136; C -0.122

C7H6 | ωB97M-V/def2-TZVPD

- Energy relative to the best compared isomer or geometry (same formula, charge and spin): 80.5 kcal per mole
- Lowest unoccupied orbital energy: 0.051 eV
- SMILES: C=C1C=CC2=C[C@H]12
- Kohn-Sham gap: 8.16 eV
- Maximum force: 0.0928 Eh/bohr
- Molar mass: 90.12 g/mol
- Multiplicity: 1
- Calculated total energy: -270.1077 Ha
- Net charge: 0

Atoms and positions in Å:
C: 2.086 0.719 0.034
C: 0.894 0.034 -0.056
C: 0.329 -1.318 -0.168
C: -0.999 -1.427 0.142
C: -1.597 -0.182 0.234
C: -1.847 0.929 -0.481
C: -0.676 0.970 0.429
H: 2.004 1.725 0.348
H: 3.112 0.301 0.078
H: 0.912 -2.259 -0.438
H: -1.428 -2.479 0.015
H: -2.356 1.317 -1.359
H: -0.435 1.670 1.220

These are the Löwdin partial charges, in e, on atoms 1 to 4: C 0.023; C -0.146; C -0.087; C -0.085

C7H65O26PSi | ωB97M-V/def2-TZVPD

- Lowest unoccupied orbital energy: -0.136 eV
- Kohn-Sham gap: 10.43 eV
- Maximum force: 0.0281 Eh/bohr
- Molar mass: 624.63 g/mol
- Multiplicity: 1
- Calculated total energy: -2892.8531 Ha
- Net charge: 0

Atoms and positions in Å:
C: -0.380 2.317 3.830
C: 0.755 1.324 3.785
O: 0.385 0.112 3.053
P: 0.911 -0.011 1.541
O: 2.386 -0.114 1.492
C: 0.261 1.342 0.589
C: 0.464 1.172 -0.926
C: -0.447 2.192 -1.669
Si: -1.968 1.267 -2.308
O: 0.217 -1.342 1.016
C: 0.221 -2.379 2.014
C: -0.128 -3.718 1.390
H: -0.868 2.447 2.864
H: 0.009 3.291 4.127
H: -1.154 1.998 4.518
H: 0.965 0.993 4.802
H: 1.692 1.735 3.408
H: -0.798 1.503 0.791
H: 0.819 2.231 0.892
H: 0.234 0.156 -1.245
H: 1.508 1.371 -1.170
H: -0.720 2.958 -0.941
H: 0.118 2.702 -2.447
H: -2.520 1.801 -3.562
H: -3.033 1.370 -1.281
H: -1.617 -0.149 -2.520
H: 1.219 -2.459 2.444
H: -0.504 -2.172 2.798
H: -1.199 -3.754 1.180
H: 0.445 -3.918 0.489
H: 0.057 -4.474 2.153
O: -1.418 -0.949 -4.979
H: -0.609 -1.347 -5.323
H: -1.755 -0.406 -5.703
O: -3.425 1.244 3.892
H: -4.008 0.823 4.535
H: -2.957 0.509 3.476
O: -5.096 1.812 6.166
H: -5.364 2.539 5.595
H: -4.239 2.092 6.511
O: -3.721 0.399 -6.327
H: -4.177 -0.291 -5.829
H: -4.073 0.295 -7.218
O: 0.513 -2.349 5.297
H: 0.577 -1.585 4.713
H: 1.285 -2.881 5.062
O: 3.327 -3.191 3.668
H: 3.377 -2.409 3.105
H: 4.103 -3.709 3.427
O: 2.213 4.046 -2.216
H: 2.269 4.869 -2.712
H: 3.022 4.026 -1.687
O: 4.016 0.235 4.124
H: 3.718 -0.491 4.684
H: 3.514 0.131 3.302
O: -3.092 -1.441 1.880
H: -2.271 -1.559 1.392
H: -3.121 -2.186 2.490
O: -3.108 3.065 -7.587
H: -3.210 2.879 -8.525
H: -3.331 2.242 -7.135
O: 0.917 -2.413 -6.151
H: 1.757 -2.599 -6.590
H: 0.891 -3.051 -5.428
O: -1.755 -2.885 -1.512
H: -1.578 -2.396 -0.703
H: -1.470 -2.289 -2.215
O: -1.241 -4.164 -7.280
H: -1.385 -4.356 -6.348
H: -0.748 -3.333 -7.276
O: -1.170 0.803 6.508
H: -1.863 0.406 7.052
H: -0.695 0.043 6.156
O: 6.777 -1.042 2.530
H: 6.007 -0.716 2.053
H: 6.698 -0.614 3.390
O: -4.850 2.644 -4.151
H: -4.392 2.099 -4.802
H: -5.753 2.698 -4.481
O: 5.286 3.807 -1.350
H: 5.508 3.647 -2.273
H: 6.069 3.537 -0.860
O: 6.198 -3.468 4.465
H: 6.413 -2.888 5.202
H: 6.468 -2.965 3.686
O: -3.687 -0.231 8.239
H: -4.404 0.018 7.644
H: -3.881 0.227 9.063
O: -3.849 -2.299 -7.405
H: -3.717 -2.503 -8.336
H: -3.027 -2.586 -6.989
O: 0.347 5.078 0.774
H: 0.779 4.524 0.113
H: -0.566 5.138 0.475
O: 4.383 2.236 1.642
H: 3.855 2.976 1.331
H: 3.883 1.441 1.410
O: 2.675 -3.429 -8.598
H: 3.060 -3.995 -9.274
H: 1.766 -3.304 -8.892

These are the Löwdin partial charges, in e, on atoms 1 to 4: C -0.064; C -0.234; O -0.223; P 0.513

C7H6AlBiCl2N2O3 | ωB97M-V/def2-TZVPD

- Lowest unoccupied orbital energy (spin up / spin down): -17.504 / -18.315 eV
- Kohn-Sham gap (spin up / spin down): 7.65 / 5.07 eV
- Maximum force: 0.1160 Eh/bohr
- Molar mass: 473.00 g/mol
- Multiplicity: 1
- Calculated total energy: -1981.2126 Ha
- Net charge: +4

Atoms and positions in Å:
Bi: -0.228 -0.331 -4.107
Al: -0.022 1.209 -1.828
Cl: -1.176 2.863 -2.336
Cl: 2.008 0.772 -2.663
C: -1.136 -0.306 -0.829
C: -0.090 1.285 -5.932
C: 0.804 -1.434 -6.204
O: -1.542 -1.044 -0.040
O: -0.224 1.652 -7.017
O: 0.836 -1.450 -7.354
C: -0.259 2.961 3.212
N: 0.339 2.550 1.953
C: 1.652 2.852 1.551
C: 1.806 2.303 0.317
N: 0.593 1.710 -0.064
C: -0.259 1.858 0.956
H: 0.349 2.598 4.048
H: -0.315 4.057 3.277
H: -1.273 2.547 3.298
H: 2.317 3.458 2.177
H: 2.679 2.281 -0.292
H: -1.292 1.506 1.012

These are the Löwdin partial charges, in e, on atoms 1 to 4: Bi 1.680; Al -0.764; Cl 0.502; Cl 0.420

C7H6BCl3NO3 | ωB97M-V/def2-TZVPD

- Lowest unoccupied orbital energy: 2.522 eV
- Kohn-Sham gap: 7.02 eV
- Maximum force: 0.0339 Eh/bohr
- Molar mass: 269.30 g/mol
- Multiplicity: 1
- Calculated total energy: -1956.3763 Ha
- Net charge: -1

Atoms and positions in Å:
N: 0.947 0.675 0.564
O: 1.597 -0.372 0.723
O: 0.057 1.111 1.298
Cl: 1.895 5.126 1.745
B: 2.909 3.590 1.436
Cl: 4.683 3.818 1.024
Cl: 2.790 2.432 2.864
O: 2.213 3.000 0.186
C: 2.562 1.909 -0.362
C: 2.179 1.598 -1.738
C: 2.781 0.517 -2.433
C: 2.305 0.158 -3.704
C: 1.271 0.906 -4.304
C: 0.755 2.026 -3.626
C: 1.207 2.393 -2.358
H: 3.315 1.305 0.134
H: 3.582 -0.032 -1.897
H: 2.726 -0.711 -4.220
H: 0.880 0.606 -5.283
H: -0.031 2.633 -4.070
H: 0.811 3.241 -1.797

These are the Löwdin partial charges, in e, on atoms 1 to 4: N -0.330; O -0.101; O -0.061; Cl 0.463

C7H6Br2FNO3 | ωB97M-V/def2-TZVPD

- Energy relative to the best compared isomer or geometry (same formula, charge and spin): 56.0 kcal per mole
- Lowest unoccupied orbital energy: -0.671 eV
- Kohn-Sham gap: 8.63 eV
- Maximum force: 0.0757 Eh/bohr
- Molar mass: 330.93 g/mol
- Multiplicity: 1
- Calculated total energy: -5798.5015 Ha
- Net charge: 0

Atoms and positions in Å:
C: 1.155 1.742 -0.196
C: -0.075 -0.783 -0.517
C: 0.114 2.144 -0.921
C: -0.978 -0.079 -1.150
C: -1.168 1.405 -1.132
C: 1.080 0.538 0.616
C: 0.152 -2.857 0.614
N: 0.183 0.534 1.735
O: -0.744 1.320 1.693
O: 0.352 -0.297 2.604
O: 0.404 -1.981 -0.498
F: 0.188 3.295 -1.603
Br: -2.246 -1.036 -2.250
Br: 2.692 -0.389 0.979
H: 2.073 2.311 -0.191
H: -1.876 1.667 -0.333
H: -1.604 1.734 -2.078
H: 0.775 -3.731 0.437
H: -0.903 -3.141 0.630
H: 0.426 -2.394 1.560

These are the Löwdin partial charges, in e, on atoms 1 to 4: C -0.056; C -0.231; C -0.263; C -0.589

C7H6Br3N2 | ωB97M-V/def2-TZVPD

- Energy relative to the best compared isomer or geometry (same formula, charge and spin): 0.0 kcal per mole
- Lowest unoccupied orbital energy: -5.042 eV
- Kohn-Sham gap: 7.38 eV
- Maximum force: 0.1041 Eh/bohr
- Molar mass: 357.85 g/mol
- Multiplicity: 1
- Calculated total energy: -8101.4548 Ha
- Net charge: +1

Atoms and positions in Å:
C: -0.515 -3.463 0.479
C: 0.389 -2.742 0.175
C: 0.469 1.612 0.500
C: 1.388 0.545 0.541
C: -0.806 0.078 -0.611
C: -1.723 2.295 -0.349
C: 1.478 -1.848 -0.186
N: -0.661 1.321 -0.199
N: 1.049 -0.492 -0.162
Br: 0.677 3.224 1.418
Br: 2.977 0.657 1.548
Br: -1.579 -0.654 -2.062
H: -1.303 -4.108 0.738
H: -2.483 1.914 -1.028
H: -2.178 2.510 0.621
H: -1.307 3.222 -0.747
H: 1.822 -2.093 -1.199
H: 2.306 -1.977 0.524

These are the Löwdin partial charges, in e, on atoms 1 to 4: C 0.152; C -0.128; C -0.704; C -0.731

C7H6Cl2N2 | ωB97M-V/def2-TZVPD

- Energy relative to the best compared isomer or geometry (same formula, charge and spin): 52.6 kcal per mole
- Lowest unoccupied orbital energy: -0.007 eV
- SMILES: C=C[C@H](CCl)N=C=C(Cl)C#N
- Kohn-Sham gap: 9.29 eV
- Maximum force: 0.1025 Eh/bohr
- Molar mass: 189.05 g/mol
- Multiplicity: 1
- Calculated total energy: -1300.1094 Ha
- Net charge: 0

Atoms and positions in Å:
C: -1.147 -1.697 -1.032
C: -0.877 -0.435 -0.791
C: -0.922 0.224 0.525
C: -1.845 1.503 0.516
Cl: -3.430 0.785 0.082
N: 0.367 0.690 0.895
C: 1.477 0.376 0.548
C: 2.646 0.014 0.051
Cl: 3.229 1.007 -1.245
C: 3.614 -0.790 0.677
N: 4.556 -1.272 1.049
H: -1.058 -2.037 -2.060
H: -1.297 -2.448 -0.194
H: -0.391 0.232 -1.526
H: -1.241 -0.386 1.294
H: -2.040 2.141 1.457
H: -1.642 2.093 -0.247

These are the Löwdin partial charges, in e, on atoms 1 to 4: C 0.033; C -0.216; C -0.425; C -0.462

C7H6Cl2N2NdO3Sc | ωB97M-V/def2-TZVPD

- Energy relative to the best compared isomer or geometry (same formula, charge and spin): 21.2 kcal per mole
- Lowest unoccupied orbital energy (spin up / spin down): -17.622 / -17.622 eV
- Kohn-Sham gap (spin up / spin down): 4.28 / 4.28 eV
- Maximum force: 0.1860 Eh/bohr
- Molar mass: 426.24 g/mol
- Multiplicity: 4
- Calculated total energy: -2846.4391 Ha
- Net charge: +4

Atoms and positions in Å:
Sc: -1.062 -0.756 -4.883
Nd: 1.369 0.885 -0.714
Cl: -1.628 -2.293 -3.299
Cl: -0.546 2.392 -1.294
C: 2.024 3.017 0.761
C: 0.778 -1.477 -5.544
C: 0.429 0.909 -4.447
O: 2.233 4.002 1.322
O: 1.421 -1.539 -6.517
O: 1.405 1.515 -4.692
C: -0.652 0.084 4.016
N: -0.512 -0.382 2.613
C: -1.116 -1.505 2.068
C: -0.707 -1.635 0.780
N: 0.197 -0.576 0.509
C: 0.257 0.155 1.659
H: -1.686 -0.011 4.361
H: -0.005 -0.475 4.710
H: -0.391 1.143 4.054
H: -1.758 -2.125 2.656
H: -0.937 -2.372 0.028
H: 0.887 1.045 1.852

These are the Löwdin partial charges, in e, on atoms 1 to 4: Sc 1.053; Nd 1.574; Cl 0.292; Cl -0.022

Please write out number 2 again, unchanged.
C7H5NS | ωB97M-V/def2-TZVPD

- Energy relative to the best compared isomer or geometry (same formula, charge and spin): 75.9 kcal per mole
- Lowest unoccupied orbital energy (spin up / spin down): -1.396 / -0.819 eV
- Kohn-Sham gap (spin up / spin down): 6.48 / 7.15 eV
- Maximum force: 0.0724 Eh/bohr
- Molar mass: 135.19 g/mol
- Multiplicity: 1
- Calculated total energy: -722.5651 Ha
- Net charge: 0

Atoms and positions in Å:
C: -2.271 0.655 -0.156
C: 1.834 -1.032 -0.204
C: 1.432 1.409 0.015
C: 0.465 -0.772 0.018
C: 0.219 0.667 0.086
C: -0.539 -1.685 0.133
C: -1.044 1.254 0.070
N: -3.338 0.280 -0.383
S: 2.764 0.416 -0.237
H: 2.264 -1.938 -0.214
H: 1.569 2.506 -0.114
H: -0.543 -2.715 0.443
H: -1.529 -1.324 0.323
H: -1.284 2.280 0.220

These are the Löwdin partial charges, in e, on atoms 1 to 4: C -0.281; C -0.322; C -0.377; C -0.342